[1]
DFT (ωB97M-V with the def2-TZVPD basis set) results for a 2-piece molecular cluster, C5H13NO2 overall.

Calculated values
- Orbital gap: 6.52 eV
- Total charge: 0
- HOMO energy: -5.93 eV
- Energy relative to the best compared isomer or geometry (same formula, charge and spin): 92.01 kcal/mol

Atoms and positions in Å:
C 1.052 -1.150 0.418
C -1.705 0.384 0.490
C 0.970 0.778 -1.098
C -2.413 -0.760 -0.225
C 1.789 1.799 -0.353
N 1.080 -0.561 -0.768
O 1.319 -0.599 1.637
O 0.708 -2.469 0.458
H 1.315 0.362 1.564
H 0.508 -2.691 1.372
H 0.783 -1.197 -1.499
H -1.421 0.092 1.502
H -2.377 1.238 0.593
H 0.978 0.911 -2.171
H -0.795 0.752 -0.173
H -1.756 -1.627 -0.320
H -2.703 -0.459 -1.232
H -3.313 -1.070 0.304
H 1.787 2.726 -0.924
H 1.360 2.034 0.627
H 2.836 1.508 -0.203

[2]
DFT (ωB97M-V with the def2-TZVPD basis set) results for a 4-piece molecular cluster, C2H13NO3S2 overall.

Calculated values
- SMILES string: NCCSS.O.O.O
- Orbital gap: 8.86 eV
- Total charge: 0
- HOMO energy: -9.00 eV
- Energy relative to the best compared isomer or geometry (same formula, charge and spin): 54.28 kcal/mol

Atoms and positions in Å:
N -3.396 -0.157 -0.496
C -2.310 0.343 0.362
C -1.546 1.403 -0.397
S 0.094 1.914 0.457
S 0.252 1.860 2.616
H -4.332 -0.161 -0.016
H -3.180 -1.032 -1.081
H -2.819 0.614 1.349
H -1.741 -0.566 0.446
H -1.245 0.804 -1.311
H -2.238 2.243 -0.806
H 1.111 0.902 2.829
O -0.089 -0.297 -3.028
H 0.454 -0.144 -2.111
H 0.249 -1.142 -3.496
O 2.736 -2.130 -1.439
H 2.160 -2.511 -0.742
H 2.660 -1.139 -1.480
O 2.954 -4.897 -0.285
H 1.973 -4.726 -0.368
H 3.530 -4.290 -0.674

[3]
DFT (ωB97M-V with the def2-TZVPD basis set) results for one molecule with the formula CH6N2.

Calculated values
- SMILES string: NCN
- Orbital gap: 10.38 eV
- Total charge: 0
- HOMO energy: -9.20 eV
- Energy relative to the best compared isomer or geometry (same formula, charge and spin): 4.88 kcal/mol

Atoms and positions in Å:
N 0.075 0.673 -1.107
C -0.533 -0.254 -0.097
N 0.071 -0.410 1.201
H 0.592 1.386 -0.599
H 0.731 0.185 -1.707
H -1.481 0.293 0.086
H -0.758 -1.228 -0.527
H 0.870 -1.087 1.129
H 0.433 0.442 1.622

[4]
DFT (ωB97M-V with the def2-TZVPD basis set) results for C10H10CaClNO3 as an isolated structure.

Calculated values
- Orbital gap: 6.40 eV
- Total charge: -2
- HOMO energy: -0.95 eV

Atoms and positions in Å:
C 2.068 0.940 1.008
C 2.375 -0.333 0.415
C 1.653 -1.339 1.145
H 2.967 -0.483 -0.501
C 0.874 -0.688 2.170
C 1.140 0.723 2.088
H 0.657 1.516 2.679
H 2.406 1.921 0.650
H 1.592 -2.402 0.877
H 0.114 -1.157 2.812
Ca -0.016 0.104 0.001
Cl 0.677 2.104 -1.673
C -1.740 -0.440 -1.662
C -2.036 -1.279 -0.531
C -0.972 -2.243 -0.407
H -2.871 -1.134 0.177
C -0.019 -1.994 -1.453
C -0.491 -0.884 -2.231
H 0.060 -0.377 -3.038
H -2.283 0.477 -1.942
H -0.856 -2.951 0.424
H 0.958 -2.480 -1.576
O -2.557 3.253 -0.648
N -1.598 3.200 0.130
O -0.983 3.981 0.861
O -1.120 1.965 0.224

The evaluated strongest force on any atom for the records listed, in turn: 0.048 0.081 0.053 0.126 Eh/bohr.
The evaluated lowest unoccupied orbital energy for the records listed, in turn: 0.59 -0.15 1.18 5.45 eV.